16
Properties=species:S:1:pos:R:3:nbo_charge:R:1 method="wB97M-V/def2-TZVPD" lumo_ev="-0.78 / -0.78" de_lowest_kcal_mol=135.2 multiplicity=1
H 1.242 -1.374 -0.820 0.214
H -1.552 0.767 1.018 0.213
H -0.382 -1.931 -1.306 0.216
H 0.354 -0.830 1.476 0.223
H 0.876 1.241 -2.137 0.202
C 0.043 1.276 -1.439 -0.428
C 1.716 0.856 1.617 -0.193
C -0.382 0.185 -0.815 0.043
H -0.845 -2.116 1.159 0.210
C -0.402 -1.198 0.764 -0.389
H 2.237 0.898 0.633 0.085
H -0.428 2.243 -1.275 0.202
H -2.306 -0.456 -0.039 0.216
C 0.168 -1.221 -0.678 -0.449
H 1.013 1.715 1.518 0.083
C -1.353 -0.054 0.324 -0.449